An isolated molecule of C23H26N4O2S, computed with ωB97M-V with the def2-TZVPD basis set.

XYZ file:
```
56
C23H26N4O2S (ωB97M-V with the def2-TZVPD basis set)
S 2.127 -0.588 -4.469
O 1.677 3.771 -2.364
O -1.393 -2.959 3.640
N 1.077 1.764 -3.149
N -0.574 1.377 1.530
N 1.748 2.011 -4.344
N 3.186 1.262 -5.995
C 1.608 -2.839 1.518
C -0.419 -2.574 2.776
C -2.540 -4.409 5.133
C 0.173 0.569 0.816
C -0.795 2.632 1.109
C 0.533 2.250 -0.880
C -0.556 -1.295 2.242
C -1.313 5.262 0.337
C 2.391 0.979 -4.950
C -5.057 -4.549 5.257
C 0.375 -0.788 1.344
C -1.599 3.469 1.912
C -3.846 -4.431 4.341
C -0.533 4.477 -0.467
C 0.743 0.974 -0.415
C 1.471 -1.574 0.986
C 4.322 2.466 -7.773
C 0.673 -3.352 2.404
C 3.430 2.577 -6.547
C -1.327 -4.244 4.224
C -1.850 4.757 1.531
C 1.158 2.686 -2.158
C -0.250 3.146 -0.103
H 2.228 -1.197 0.316
H 1.345 0.275 -0.974
H -1.400 -0.690 2.531
H 2.475 3.046 -6.819
H 0.811 -4.347 2.796
H 2.134 2.954 -4.335
H -2.558 -3.577 5.838
H -3.914 -3.514 3.755
H -1.521 6.283 0.054
H -5.007 -5.464 5.843
H -3.832 -5.274 3.646
H 4.512 3.453 -8.184
H -0.113 4.871 -1.379
H 2.457 -3.446 1.242
H -5.976 -4.565 4.674
H 0.860 0.776 -3.025
H 3.843 1.860 -8.538
H -5.101 -3.705 5.942
H -2.465 5.397 2.147
H -1.999 3.055 2.825
H -0.402 -4.344 4.809
H -1.334 -5.017 3.442
H 3.917 3.207 -5.792
H -2.430 -5.337 5.697
H 5.274 2.012 -7.510
H 3.555 0.464 -6.490
```

For the electronic energy, the calculation gives -1659.7565 Ha. The total charge is 0. For the gap between HOMO and LUMO, the calculation gives 8.2 eV. As for the energy relative to the best compared isomer or geometry (same formula, charge and spin): 39.9 kcal per mole.

natural (NBO) population analysis, charges in e, atoms 1 to 6:
1 S -0.296
2 O -0.632
3 O -0.518
4 N -0.447
5 N -0.400
6 N -0.443

=====

A structure of composition C3H8S2, computed with ωB97M-V with the def2-TZVPD basis set.

XYZ file:
```
13
C3H8S2 (ωB97M-V with the def2-TZVPD basis set)
S -1.032 -0.767 -1.006
S 1.725 -1.004 -0.306
C 2.185 0.612 -0.520
C -2.253 0.146 0.075
C 0.154 -1.135 0.407
H -3.115 0.935 -0.410
H 2.873 0.699 -1.716
H 0.870 1.536 -0.458
H -3.000 -0.741 0.292
H -0.071 -1.957 0.906
H 0.041 -0.097 1.031
H 3.116 0.997 0.666
H -1.495 0.775 1.039
```

For the electronic energy, the calculation gives -915.1866 Ha. The total charge is 0. For the gap between HOMO and LUMO, the calculation gives 8.5 eV. As for the energy relative to the best compared isomer or geometry (same formula, charge and spin): 182.2 kcal per mole.

natural (NBO) population analysis, charges in e, atoms 1 to 6:
1 S 0.159
2 S 0.275
3 C -0.865
4 C -0.803
5 C -0.645
6 H 0.249

=====

A cluster of 2 separate species, C8H10N4O3 in total, computed with ωB97M-V with the def2-TZVPD basis set.

XYZ file:
```
25
C8H10N4O3 (ωB97M-V with the def2-TZVPD basis set)
O -2.869 -0.148 0.550
O 1.844 -0.044 0.901
O 1.164 -1.552 -0.584
N 1.220 3.163 -1.309
N -2.708 2.313 1.490
N 0.893 2.614 -0.370
N -1.204 -0.466 -0.831
C -1.891 1.531 1.263
C 3.116 -0.612 0.624
C -0.337 0.022 0.143
C -2.513 -0.588 -0.515
C -3.312 -1.541 -1.395
C 1.456 3.659 -2.441
C 0.953 -0.610 0.159
C -0.682 0.839 1.101
H 0.947 4.521 -2.768
H -4.006 -1.916 -0.591
H -3.849 -1.137 -2.237
H 2.470 3.379 -2.857
H -2.555 -2.189 -1.859
H 3.211 -1.595 1.155
H -0.722 -1.125 -1.436
H 3.395 -0.747 -0.521
H 3.952 0.100 0.952
H -0.022 0.929 2.031
```

For the electronic energy, the calculation gives -755.4517 Ha. The total charge is 0. For the gap between HOMO and LUMO, the calculation gives 8.8 eV. As for the energy relative to the best compared isomer or geometry (same formula, charge and spin): 82.7 kcal per mole.

natural (NBO) population analysis, charges in e, atoms 1 to 6:
1 O -0.570
2 O -0.467
3 O -0.618
4 N 0.065
5 N -0.322
6 N -0.043

=====

A structure of composition C29H24BrIrN4O7, computed with ωB97M-V with the def2-TZVPD basis set.

XYZ file:
```
66
C29H24BrIrN4O7 (ωB97M-V with the def2-TZVPD basis set)
Ir -0.495 1.636 -0.377
Br 4.704 -1.660 3.698
O 0.351 1.857 -6.305
O 1.412 1.190 -0.433
O 1.228 4.820 -2.037
O 0.071 3.544 -0.609
O 0.442 -1.606 0.165
O -1.570 0.036 -0.937
O -1.700 -1.447 -2.613
N -2.389 2.369 -0.061
N -0.601 1.420 1.627
N -0.122 -3.703 0.814
N -0.337 1.733 -2.348
C 0.332 0.849 2.325
C -4.391 2.666 3.020
C 0.720 -3.732 2.021
C 2.760 -3.884 0.427
C -4.493 3.310 -0.646
C -0.524 0.663 -4.414
C 0.518 2.859 -4.208
C 1.604 0.422 1.858
C -0.728 0.684 -3.055
C 2.084 0.612 0.542
C 4.151 -0.478 1.160
C -1.371 -0.378 -2.181
C 3.656 -0.707 2.454
C 0.336 -2.786 -0.115
C 2.068 -4.387 1.708
C 2.418 -0.249 2.800
C 0.603 3.831 -1.794
C -1.847 1.815 2.191
C 0.917 -3.386 -1.365
C -3.206 2.852 -0.968
C -2.777 2.310 1.249
C -3.483 2.189 3.921
C -4.912 3.249 0.651
C 0.107 1.773 -4.994
C 3.384 0.174 0.233
C -2.201 1.766 3.512
C 2.090 -4.293 -0.904
C 0.280 2.794 -2.858
C -4.049 2.743 1.650
H 0.138 0.672 3.379
H -1.512 1.413 4.265
H 1.742 -5.326 -0.814
H 2.738 -4.240 2.560
H 0.043 1.072 -6.775
H 1.015 3.711 -4.651
H -5.125 3.701 -1.429
H 0.199 -4.268 2.814
H 1.262 -2.576 -2.005
H -5.371 2.996 3.339
H -5.901 3.590 0.930
H -2.839 2.882 -1.986
H -3.738 2.136 4.970
H 5.140 -0.829 0.897
H 3.774 -4.288 0.428
H 0.170 -3.962 -1.914
H 2.042 -0.410 3.802
H 1.922 -5.469 1.617
H 0.849 -2.700 2.345
H 2.842 -4.300 -1.693
H 3.748 0.347 -0.771
H -0.203 -4.631 0.416
H 2.869 -2.795 0.466
H -0.844 -0.193 -4.995
```

For the electronic energy, the calculation gives -4543.4554 Ha. The total charge is +1. Its expectation value of S² is 0.758. Its spin multiplicity is 2. For the gap between HOMO and LUMO (spin up / spin down), the calculation gives 7.0 / 6.0 eV. As for the energy relative to the best compared isomer or geometry (same formula, charge and spin): 8.8 kcal per mole.

natural (NBO) population analysis, charges in e, atoms 1 to 6:
1 Ir 1.531
2 Br 0.098
3 O -0.618
4 O -0.638
5 O -0.521
6 O -0.646

=====

An isolated molecule of C16H23N3O4, computed with ωB97M-V with the def2-TZVPD basis set.

XYZ file:
```
46
C16H23N3O4 (ωB97M-V with the def2-TZVPD basis set)
O -0.044 -2.207 3.181
O -1.561 0.311 -1.019
O 0.194 -2.810 -1.934
O 2.599 1.517 -1.174
N -0.061 -0.448 0.377
N 1.619 -1.159 -2.008
N -0.801 -3.160 1.377
C -0.489 3.914 1.480
C -0.608 -2.101 2.130
C -0.959 -0.724 1.507
C -0.416 0.004 -0.784
C 0.650 -0.008 -1.885
C -1.650 4.148 0.578
C 0.620 2.646 -1.852
C -0.891 0.400 2.456
C 1.432 1.353 -1.971
C -2.455 1.989 1.145
C -0.310 -4.479 1.699
C 1.310 -2.402 -2.155
C -2.694 3.191 0.487
C -1.356 1.727 1.987
C -0.404 2.743 2.220
C 2.307 -3.331 -2.687
H -1.654 5.083 0.096
H -0.126 -4.988 0.752
H -3.417 3.206 -0.252
H 3.254 -3.185 -2.206
H 0.574 -4.606 2.377
H 0.065 2.613 -0.882
H 2.512 2.265 -0.562
H -0.108 2.798 -2.626
H 1.856 1.440 -2.951
H -3.211 1.226 1.041
H 2.607 -0.993 -1.992
H 0.129 0.409 2.752
H -1.483 0.142 3.254
H -1.153 -3.121 0.370
H 0.936 -0.580 0.580
H -2.026 -0.889 1.186
H 0.279 4.724 1.587
H -1.227 -4.994 2.168
H 1.368 3.464 -1.976
H 0.351 2.526 2.845
H 2.094 -4.348 -2.310
H -0.086 -0.072 -2.681
H 2.434 -3.232 -3.721
```

For the electronic energy, the calculation gives -1088.6857 Ha. The total charge is 0. For the gap between HOMO and LUMO, the calculation gives 9.1 eV. As for the energy relative to the best compared isomer or geometry (same formula, charge and spin): 58.5 kcal per mole.

natural (NBO) population analysis, charges in e, atoms 1 to 6:
1 O -0.631
2 O -0.633
3 O -0.652
4 O -0.738
5 N -0.601
6 N -0.594

=====

A structure of composition C36H65Br12N2O, computed with ωB97M-V with the def2-TZVPD basis set.

XYZ file:
```
116
C36H65Br12N2O (ωB97M-V with the def2-TZVPD basis set)
Br 6.380 3.346 6.352
Br -0.162 2.240 4.520
Br -2.768 -5.676 1.315
Br 3.452 2.788 4.170
Br -0.163 -0.842 6.557
Br -6.821 -0.922 4.006
Br 9.731 3.673 9.047
Br -6.821 -4.004 6.043
Br 8.970 0.242 7.909
Br -3.351 -2.292 2.676
Br -1.537 2.464 -10.948
Br -4.741 3.762 -9.647
O 2.751 -1.738 3.257
N 2.095 -1.915 2.098
N -4.119 2.047 -0.188
C -1.466 3.507 -7.466
C -3.758 1.059 0.865
C 0.221 -1.344 -4.881
C 0.854 2.307 -8.364
C -0.927 -2.123 -2.487
C 0.168 0.797 -8.348
C -0.233 -1.206 -6.480
C -1.368 0.009 -0.132
C 0.857 -0.188 -7.214
C -3.054 1.951 -1.225
C -0.234 -2.228 0.848
C -2.532 0.036 1.007
C -0.032 -0.953 -0.161
C -6.717 -2.138 6.600
C -3.872 -5.108 2.818
C -0.656 -2.466 -4.069
C 6.277 2.530 4.584
C -0.956 1.898 6.269
C 0.325 -1.378 -1.724
C -7.614 -1.264 5.755
C 5.287 3.256 3.703
C -1.718 1.070 -1.315
C 8.301 2.464 9.592
C -4.574 -3.804 2.519
C -4.227 3.305 -11.472
C 0.436 -3.612 2.988
C 0.611 -2.111 2.270
C 1.229 -0.063 0.388
C 3.439 -1.657 -0.093
C 0.159 3.354 -7.288
C -3.364 2.065 -11.502
C -0.091 -1.055 3.351
C 3.460 0.210 1.773
C 2.464 -0.914 1.037
C 8.794 1.039 9.680
C -0.059 1.024 7.114
H 1.693 -0.884 -7.687
H 4.508 -0.225 2.058
H 0.730 2.765 -9.455
H 7.481 2.597 8.880
H 0.335 0.304 -9.418
H 1.096 -4.437 2.482
H 2.919 0.792 2.642
H 2.021 2.254 -8.154
H 0.662 4.405 -7.485
H -5.005 -3.763 1.515
H 0.669 -3.480 4.150
H -3.274 1.683 -12.523
H -0.389 1.028 8.157
H 0.031 -0.289 -4.408
H -0.246 -0.012 2.804
H -3.219 -5.059 3.694
H -3.245 2.673 -2.159
H 0.852 0.801 1.105
H 8.067 0.411 10.203
H 1.327 0.460 -6.342
H 5.401 2.950 2.660
H -3.737 4.186 -11.896
H -4.541 1.033 1.769
H -1.724 -2.504 -4.594
H -1.074 2.885 6.725
H -0.989 1.185 -2.233
H 3.660 1.027 0.925
H -1.969 2.925 -6.578
H 7.984 2.824 10.575
H 0.234 -3.172 0.288
H 7.288 2.610 4.175
H -1.944 1.464 6.092
H 4.532 -1.776 0.329
H 1.261 -2.083 -1.799
H -0.991 0.839 -8.153
H 0.445 3.056 -6.177
H -2.467 -0.693 1.930
H 6.033 1.474 4.733
H 0.521 -0.923 4.339
H -3.728 1.266 -10.851
H -7.047 -2.134 7.643
H -5.170 3.131 -11.998
H -1.925 -1.516 -2.415
H -0.201 -3.558 -4.232
H 0.622 -0.374 -2.296
H -7.732 -0.277 6.211
H 1.389 -1.552 -4.833
H -5.360 -3.610 3.255
H 9.767 0.945 10.171
H -8.602 -1.698 5.578
H 0.995 1.312 7.070
H 1.675 0.504 -0.564
H 3.472 -0.925 -1.019
H -1.799 4.642 -7.382
H -1.306 -0.710 -6.597
H -1.149 -1.470 3.656
H -0.200 -2.234 -7.055
H -1.795 3.089 -8.523
H -5.663 -1.850 6.557
H -1.374 -2.501 1.005
H 2.915 -2.674 -0.362
H -1.081 -3.172 -1.942
H -0.729 -3.840 2.926
H 5.365 4.345 3.768
H -4.599 -5.913 2.958
```

For the electronic energy, the calculation gives -32483.0369 Ha. The total charge is 0. Its expectation value of S² is 0.755. Its spin multiplicity is 2. For the gap between HOMO and LUMO (spin up / spin down), the calculation gives 8.6 / 8.7 eV.

Mulliken population analysis, charges in e, atoms 1 to 6:
1 Br -0.119
2 Br -0.127
3 Br -0.152
4 Br -0.044
5 Br -0.091
6 Br -0.116

=====

Q: Number 5 is which compound?
A: C16H23N3O4